Record 1
This record from the Open Molecules 2025 dataset describes C8H12AsAuN2O7S2 as an isolated structure. The level of theory is ωB97M-V with the def2-TZVPD basis set.

Output
LUMO energy   -2.04 eV
Energy above the lowest of the compared OMol25 structures with the same formula, charge and spin   0.469 eV
DFT total energy   -112002.446 eV

Structure (XYZ):
```
33
Properties=species:S:1:pos:R:3:forces:R:3
Au 0.41033 -0.07989 1.17098 0.3 -0.8 0.4
O -2.47793 -0.89580 -1.71464 0.1 0.0 0.0
As -0.73478 -1.24372 -1.77533 0.1 0.0 -0.6
O -0.56784 -2.47126 -2.82629 0.0 0.3 0.3
O -0.31708 -1.46152 -0.13341 -0.3 0.2 0.1
C -0.09189 0.55282 -2.12508 0.2 0.0 -0.1
C -0.98770 1.48818 -2.63041 0.0 -0.1 0.0
C -0.59287 2.80300 -2.83071 -0.1 0.0 0.0
C 0.69641 3.20068 -2.52446 0.0 0.1 0.0
C 1.60291 2.28247 -2.01994 0.0 -0.1 0.0
C 1.21297 0.96529 -1.82700 -0.1 0.1 0.0
S 2.44094 -0.15257 -1.17988 0.0 0.0 0.3
O 3.73071 0.38562 -1.47790 0.1 0.0 0.0
O 2.09494 -1.45894 -1.65388 0.0 0.0 0.0
O 2.25570 -0.03517 0.35870 -0.1 0.0 -0.3
H -2.88691 -1.57175 -2.27185 0.0 0.0 0.0
H -1.99962 1.18259 -2.85571 0.0 0.0 0.0
H -1.30111 3.51741 -3.22898 0.0 0.0 0.0
H 1.00404 4.22544 -2.68492 0.0 0.0 0.0
H 2.62221 2.56134 -1.79440 0.0 0.0 0.0
N -0.49179 -1.99212 3.56495 0.0 -0.2 -0.2
C 0.77807 -1.66071 3.67102 0.0 0.4 0.0
N 1.68824 -2.53467 4.08097 0.1 -0.1 -0.1
S 1.33255 -0.02146 3.37579 0.1 0.2 -0.2
H -0.75490 -2.96509 3.51184 0.0 0.0 0.1
H -1.11478 -1.30432 3.11104 0.0 0.1 0.0
H 1.46087 -3.50681 4.21841 0.0 0.0 0.1
H 2.65909 -2.28125 4.00358 0.0 0.0 0.0
C -2.36758 0.50709 1.24572 -0.1 0.0 0.1
O -1.30484 0.06626 2.08245 -0.4 -0.1 0.0
H -2.16876 1.50222 0.83632 0.0 0.0 0.0
H -3.24856 0.58192 1.88823 0.0 0.0 0.0
H -2.58104 -0.18530 0.43478 0.0 0.0 0.0
```
Positions in Å, forces in eV/Å.

Mulliken atomic charge list, values in e, 8 entries: 1.13 -0.68 1.11 -0.73 -0.68 0.21 -0.48 -0.60

Record 2
This record from the Open Molecules 2025 dataset describes C28H48CeCl2P2 as an isolated structure in a non-equilibrium geometry. The level of theory is ωB97M-V with the def2-TZVPD basis set.

Output
LUMO energy   0.29 eV
DFT total energy   -86365.009 eV

Structure (XYZ):
```
81
Properties=species:S:1:pos:R:3:forces:R:3
P 0.11393 -0.64866 -1.20212 0.0 0.1 -0.4
C 1.70983 -0.03106 -1.98612 -0.1 0.0 0.0
C 2.02303 -0.37666 -3.45262 0.1 0.0 0.1
C 3.45183 0.05884 -3.81612 -0.1 0.1 0.0
C 3.66003 1.55744 -3.56312 0.0 -0.1 0.1
C 3.31953 1.92514 -2.11312 -0.1 0.0 0.0
C 1.89673 1.47864 -1.74692 0.1 -0.1 -0.1
C -1.31277 0.25384 -2.02192 0.0 0.0 0.1
C -1.31097 0.43664 -3.54712 -0.1 0.0 0.1
C -2.65287 1.00884 -4.03142 0.1 0.0 0.1
C -2.97307 2.33574 -3.33072 0.0 -0.1 0.0
C -2.94987 2.17664 -1.80472 0.1 0.0 0.0
C -1.61307 1.59444 -1.32212 0.0 -0.1 -0.1
C -0.03097 -2.34776 -1.97942 0.0 0.0 0.2
C 1.15763 -3.21686 -1.52492 -0.1 0.0 -0.1
C 1.07113 -4.64126 -2.09072 -0.1 0.0 0.1
C -0.25337 -5.31126 -1.70692 0.0 0.1 -0.1
C -1.44497 -4.45516 -2.15152 0.1 0.0 0.1
C -1.35457 -3.02936 -1.58722 0.1 -0.1 -0.1
H 2.46783 -0.53946 -1.36802 -0.1 0.1 0.0
H 1.31353 0.13094 -4.11512 0.1 -0.1 0.1
H 1.91023 -1.45126 -3.63162 0.0 0.1 0.0
H 3.66213 -0.18366 -4.86532 0.0 0.0 0.1
H 4.16643 -0.51396 -3.20732 -0.1 0.1 -0.1
H 4.69273 1.84404 -3.79672 -0.1 0.0 0.0
H 3.01023 2.12954 -4.24142 0.1 -0.1 0.1
H 4.03343 1.43384 -1.43672 -0.1 0.1 -0.1
H 3.42603 3.00604 -1.95882 0.0 -0.2 0.0
H 1.67363 1.72614 -0.70202 0.0 0.0 -0.1
H 1.17973 2.03304 -2.36722 0.1 0.0 0.0
H -2.15587 -0.41086 -1.77372 0.1 0.1 0.0
H -3.45017 0.28264 -3.81652 0.1 0.1 0.0
H -1.10077 -0.51326 -4.05222 0.0 0.1 0.0
H -0.50947 1.13294 -3.82562 -0.1 -0.1 0.0
H -2.63307 1.14724 -5.11972 0.0 0.0 0.2
H -3.94867 2.71414 -3.65972 0.1 -0.1 0.0
H -2.22527 3.08614 -3.62582 -0.1 -0.1 0.0
H -3.13747 3.14214 -1.31862 0.0 -0.1 -0.1
H -3.76357 1.50264 -1.49942 0.1 0.1 0.0
H -1.62597 1.44964 -0.23582 0.0 0.0 -0.1
H -0.81077 2.31184 -1.53662 -0.1 -0.1 0.0
H -0.00117 -2.26016 -3.07542 0.0 0.0 0.1
H 2.10593 -2.75696 -1.82502 -0.1 -0.1 0.0
H 1.16133 -3.25756 -0.42622 0.0 0.0 -0.1
H 1.15173 -4.59886 -3.18662 0.0 0.0 0.1
H 1.91963 -5.23706 -1.73232 -0.1 0.1 -0.1
H -0.28887 -5.44006 -0.61562 0.0 0.0 -0.1
H -0.31727 -6.31336 -2.14842 0.0 0.1 0.1
H -2.38787 -4.91966 -1.83782 0.1 0.1 0.0
H -1.46437 -4.40546 -3.24992 0.0 0.0 0.1
H -2.20867 -2.44356 -1.94452 0.1 -0.1 0.1
H -1.42727 -3.06156 -0.49082 0.0 0.0 -0.1
Ce -0.00437 0.37004 3.24058 1.0 -2.8 -0.6
Cl -2.02997 -0.30966 2.40008 -5.1 -1.8 -2.2
Cl 2.21803 0.40934 2.67388 5.4 0.1 -1.6
C -0.34487 1.86724 4.24418 -1.1 5.3 3.7
H -0.60507 1.83324 5.30628 -0.1 -0.3 0.0
C -0.43197 3.18584 3.63808 -0.1 0.3 0.0
C -1.13727 4.20754 4.30878 0.0 0.3 -0.4
C -1.28177 5.46704 3.73728 0.2 -0.3 -0.1
C -0.71557 5.73794 2.48928 0.1 -0.1 -0.1
C 0.00193 4.74234 1.81918 -0.3 0.2 0.2
C 0.14663 3.48184 2.38498 -0.3 0.0 0.4
H -1.57947 3.99234 5.27868 0.1 0.0 -0.2
H -1.83307 6.24104 4.26418 0.1 -0.1 -0.1
H 0.45803 4.95634 0.85678 -0.1 0.0 0.1
H 0.74043 2.72284 1.88048 0.1 0.2 -0.1
H -0.82397 6.72314 2.04478 0.0 -0.1 0.0
C 0.85923 -1.98556 7.09208 1.0 0.4 0.7
P 0.27083 -1.28146 5.51198 1.4 0.1 2.0
C 0.67473 -2.74926 4.51498 -1.2 -1.0 -0.6
C -1.41927 -0.95906 6.11248 -1.3 -1.0 -0.6
H 1.93303 -2.25226 7.00378 -0.6 0.1 0.2
H 0.27993 -2.89296 7.36278 0.3 0.5 -0.3
H 0.74933 -1.23056 7.89878 0.1 -0.5 -0.4
H 0.42283 -3.68296 5.06058 0.1 0.4 -0.5
H 0.08883 -2.71836 3.57438 0.4 -0.3 0.2
H 1.75613 -2.74216 4.26998 -0.6 0.3 0.2
H -1.78657 -1.79796 6.73988 0.1 0.5 -0.3
H -1.43047 -0.02366 6.70908 0.3 -0.5 -0.5
H -2.10127 -0.84646 5.24758 0.0 0.1 0.5
```
Positions in Å, forces in eV/Å.

Mulliken atomic charge list, values in e, 8 entries: 0.32 0.06 -0.26 -1.00 -0.66 -0.85 -0.29 0.28

Record 3
This record from the Open Molecules 2025 dataset describes one molecule with the formula C4H8O2 in a non-equilibrium geometry. The level of theory is ωB97M-V with the def2-TZVPD basis set.

Output
LUMO energy   0.66 eV
SMILES   CC(C)C(=O)O
Energy above the lowest of the compared OMol25 structures with the same formula, charge and spin   5.282 eV
DFT total energy   -8367.999 eV

Structure (XYZ):
```
14
Properties=species:S:1:pos:R:3:forces:R:3
C -0.41266 1.32538 0.50329 -5.1 -5.1 0.5
C -0.16790 0.13113 -0.34875 1.9 -3.5 -3.1
C -1.18403 -1.04596 -0.14973 -3.2 11.4 10.1
C 1.22234 -0.48626 -0.04721 -0.6 5.5 -0.8
H -1.49755 1.25814 0.25848 0.3 2.5 -0.4
H 0.28034 1.99409 0.23763 1.8 3.4 0.0
H -0.64363 0.86789 1.48607 1.6 1.0 0.4
H -0.02773 0.35233 -1.53525 -0.8 -0.1 2.7
H -2.03400 -0.85901 -0.89842 -1.0 1.5 2.4
H -1.30329 -1.25480 1.06682 -0.2 0.0 -3.9
H -1.04976 -1.60397 -0.79673 4.7 -11.9 -9.2
H 3.20731 0.21365 0.04554 -5.0 1.6 -1.6
O 2.13515 0.58961 -0.30789 4.4 -3.5 1.8
O 1.47542 -1.48223 0.48615 1.2 -2.8 1.0
```
Positions in Å, forces in eV/Å.

Mulliken atomic charge list, values in e, 8 entries: -1.40 0.40 -1.39 0.40 0.31 0.53 0.34 0.31

Record 4
This record from the Open Molecules 2025 dataset describes C30H44N3O6Sc as an isolated structure in a non-equilibrium geometry. The level of theory is ωB97M-V with the def2-TZVPD basis set.

Output
LUMO energy   -6.63 eV
Net charge   +2
DFT total energy   -69269.506 eV

Structure (XYZ):
```
84
Properties=species:S:1:pos:R:3:forces:R:3
Sc 0.17154 0.48640 0.00390 -0.1 -0.2 0.2
C -0.67201 1.65003 -2.70429 0.6 0.6 0.0
C -0.27539 0.28611 -3.18111 -1.0 -1.7 0.4
O -0.10123 -0.60299 -2.02422 -0.2 0.8 0.6
C 0.00012 -1.98908 -2.38674 1.2 -0.4 0.0
C 1.26052 -2.23066 -3.25326 -0.4 1.7 0.3
O 2.34937 -1.75076 -2.48596 0.0 0.2 -0.2
C 3.41786 -1.13748 -3.19560 -0.1 0.0 -0.5
C 3.16395 0.27591 -3.72172 1.1 -1.1 1.0
O 2.67182 1.00589 -2.60327 -0.7 1.0 -0.9
C 2.22424 2.30785 -3.04248 0.9 -0.3 0.6
C 1.30335 2.91200 -2.03168 0.2 0.3 1.6
O 0.20509 2.03672 -1.62263 0.2 -0.1 -0.1
H -1.68587 1.77116 -2.32126 0.0 -0.5 -0.1
H -0.57633 2.35674 -3.52728 0.0 0.1 -0.1
H 0.61256 0.17112 -3.78050 0.3 0.7 0.0
H -1.08822 -0.16923 -3.74480 -0.2 0.2 -0.3
H -0.87590 -2.27795 -2.89894 -1.1 -0.2 -1.0
H -0.04333 -2.61004 -1.47260 0.6 0.6 -0.3
H 1.20385 -1.70246 -4.22733 -0.2 0.0 0.5
H 1.39318 -3.23989 -3.53539 0.0 -1.4 0.1
H 3.81013 -1.78655 -3.98429 -0.1 0.0 0.0
H 4.18417 -1.00327 -2.46965 0.8 -0.2 0.7
H 2.46877 0.27805 -4.54414 -0.3 0.3 -0.5
H 4.17584 0.63518 -4.03451 -0.9 0.1 -0.1
H 1.77572 2.25847 -4.02960 -0.1 -0.2 -0.2
H 3.10626 2.96218 -3.07932 -0.2 0.1 -0.3
H 0.84122 3.83253 -2.40370 0.2 -0.1 0.0
H 1.88922 3.15096 -1.09718 -0.9 -0.3 -0.8
C 1.33698 0.41379 4.29925 -1.1 -2.0 -0.4
C 1.73948 -0.89989 3.63174 0.5 -0.6 -0.4
C 2.92221 -1.60199 4.04631 -1.5 1.5 0.2
C 3.16316 -2.86350 3.60256 0.7 -0.9 0.1
C 2.30719 -3.51710 2.73800 -0.4 -0.5 -0.6
C 1.18838 -2.89327 2.23918 -0.9 1.5 0.3
C 0.08806 -3.54075 1.43156 0.1 -0.2 0.5
C 0.94484 -1.54737 2.65430 1.0 -0.3 0.9
N -0.13909 -0.87381 2.02164 -0.9 0.6 -0.5
C -1.26806 -0.71188 2.60934 0.3 -0.6 1.1
C -1.56862 -1.21040 3.99499 -0.8 0.0 0.2
C -2.34507 0.02206 1.87422 0.7 0.9 -1.3
C -3.70791 0.28112 2.40220 0.4 -1.7 -0.3
N -1.96269 0.49966 0.73614 -0.2 -0.5 0.4
C -2.93747 1.11742 -0.10826 0.0 1.4 -0.2
C -2.98146 2.52897 -0.14746 0.4 -0.3 0.4
C -2.10688 3.37561 0.79154 -0.1 0.1 -0.9
C -3.88413 3.10687 -1.03084 0.0 1.1 -0.4
C -4.77114 2.34678 -1.78499 0.9 -0.4 0.6
C -4.65342 0.97514 -1.72367 -1.3 -0.9 -0.5
C -3.75256 0.32645 -0.92007 1.6 0.1 1.3
C -3.56152 -1.15666 -0.82239 -1.4 -0.6 -1.9
H 0.77095 0.11871 5.19481 0.1 0.3 -0.1
H 0.71428 1.02808 3.66597 -0.2 0.2 -0.1
H 2.16179 0.97541 4.59989 1.4 0.9 0.5
H 3.57650 -1.13420 4.77726 -0.1 0.0 -0.1
H 4.00507 -3.43686 3.97301 0.1 0.3 0.0
H 2.52382 -4.53718 2.44614 -0.1 -0.1 0.1
H 0.38388 -4.57313 1.21620 -0.4 0.2 -0.2
H -0.12370 -2.96498 0.52674 0.1 -0.2 -0.2
H -0.87810 -3.52475 1.99260 0.7 -0.2 -0.3
H -0.89315 -2.03751 4.27187 -0.3 0.5 0.1
H -2.63913 -1.51570 4.10985 0.9 -0.1 -0.4
H -1.50732 -0.36216 4.70469 0.4 -0.4 -0.2
H -3.70511 0.24268 3.45508 0.0 0.1 1.3
H -4.38553 -0.52510 2.08123 0.0 0.3 -0.1
H -4.06870 1.21749 2.07649 -0.5 1.0 -0.5
H -1.15993 3.69848 0.31083 -0.5 -0.2 0.1
H -1.80235 2.78836 1.66048 -0.2 0.4 0.1
H -2.65254 4.29741 1.06344 0.3 -0.6 0.1
H -3.84831 4.19619 -1.18318 -0.3 -0.5 0.4
H -5.54983 2.75178 -2.38751 -0.2 0.6 -0.4
H -5.36103 0.35468 -2.26946 0.1 0.1 -0.1
H -3.77968 -1.56796 -1.81901 -0.2 0.0 0.1
H -4.30620 -1.63878 -0.18520 0.3 0.0 0.3
H -2.55867 -1.50861 -0.65459 0.4 0.1 0.6
N 2.23762 -0.30853 0.04344 0.3 -0.8 1.1
C 3.13934 0.54943 0.84771 0.4 0.5 1.9
C 2.34349 1.72145 1.59043 1.3 -0.7 -0.3
O 2.80073 2.45244 2.43535 -0.6 -1.0 -1.2
O 1.11568 1.73895 1.08666 -0.6 0.7 0.3
H 2.50029 -0.20615 -0.91652 0.2 -0.2 -0.9
H 2.38664 -1.30928 0.29032 -0.2 0.9 -0.2
H 3.91060 0.98570 0.22062 0.0 0.2 -0.1
H 3.68784 -0.02056 1.63864 -0.6 0.3 -0.7
```
Positions in Å, forces in eV/Å.

Mulliken atomic charge list, values in e, 8 entries: -0.83 -0.51 -0.58 1.26 -0.83 -0.87 -0.34 -0.93

Number 1: HOMO energy -9.597 eV, orbital gap 0.2778 Ha. Number 2: HOMO energy -6.882 eV, orbital gap 0.2637 Ha. Number 3: HOMO energy -10.028 eV, orbital gap 0.3927 Ha. Number 4: HOMO energy -14.008 eV, orbital gap 0.2710 Ha.